32
Properties=species:S:1:pos:R:3:forces:R:3 method="wB97M-V/def2-TZVPD" relative_energy_kcal_mol=90.8 smiles="CCCC/C(C)=C/N.O.O.O"
C 2.85083 1.01480 -1.08558 -0.80 -0.67 1.03
C 1.38942 0.55051 -1.31176 -1.08 -0.51 -0.14
C 0.84712 -0.42526 -0.21276 4.08 -0.89 -3.42
C -0.02532 -1.50606 -0.77999 -1.66 -2.04 5.19
C -1.52875 -1.27162 -0.90432 0.64 -0.07 -1.93
C -2.58997 -2.23042 -1.39778 0.36 -0.70 3.20
C -1.86857 -0.01903 -0.86602 1.31 5.57 -0.11
N -3.06582 0.67702 -1.01003 -2.45 -4.98 0.70
H 3.15831 1.96689 -1.39639 0.02 1.33 -1.26
H 3.51521 0.27085 -1.43131 0.67 -0.82 -1.38
H 3.27627 1.02676 -0.08948 -1.11 0.03 1.14
H 0.57419 1.26612 -1.55885 1.11 0.57 0.52
H 1.29880 -0.05592 -2.23069 0.71 0.16 0.13
H 0.66086 0.04217 0.65688 -2.00 1.74 2.66
H 1.80612 -0.88889 0.15785 -0.76 -0.29 -0.64
H 0.45697 -2.04967 -1.49003 1.08 -0.72 -3.33
H 0.17550 -2.36938 -0.01514 -1.07 1.11 -0.43
H -3.48704 -1.82464 -1.80299 -0.07 1.02 -1.50
H -3.13911 -2.42897 -0.38534 1.19 -1.60 -1.48
H -2.11835 -3.00104 -2.04189 -0.90 -0.12 0.93
H -1.07444 0.82200 -0.79746 -1.07 -1.81 0.40
H -3.91228 0.17278 -1.34705 1.16 0.32 0.50
H -3.13218 1.57249 -1.29392 0.64 3.42 -0.98
O 1.95117 0.04800 2.78675 5.85 0.10 0.77
H 1.09105 0.09390 2.60978 -5.83 0.09 -0.92
H 2.06080 -0.64596 3.42970 0.07 -0.21 0.30
O 1.81813 3.09777 2.32412 -3.99 -0.30 -1.80
H 0.79792 3.21790 1.91217 4.42 -0.72 1.74
H 2.00466 2.12520 2.27852 -0.35 1.00 0.13
O -0.86362 0.11078 2.62175 0.46 5.25 -3.62
H -1.68104 -0.27686 2.74195 -2.67 -1.91 0.77
H -1.24682 0.91779 1.92934 2.04 -3.34 2.83

=====

41
Properties=species:S:1:pos:R:3:forces:R:3 method="wB97M-V/def2-TZVPD" multiplicity=5 s2=6.116 charge=+1 total_energy_ha=-2407.948108
O 2.81066 -1.88402 -0.34684 1.67 0.40 -1.45
H 3.57080 -2.45333 -0.55754 -0.23 0.32 -0.01
Co -0.19748 -0.68613 -0.18085 1.67 0.57 2.97
N -1.63165 -0.28992 -1.32619 -4.64 1.16 -2.18
N -1.63064 -0.46276 1.04804 -2.83 0.35 1.37
O -1.45990 -0.10170 -2.59615 0.67 -0.60 0.69
O -1.60756 -0.54843 2.44041 0.67 -0.10 0.11
C -2.89495 -0.17612 -0.83390 1.86 -0.09 -1.32
C -2.86948 -0.22360 0.58022 2.11 -0.92 1.46
C -4.09046 -0.08056 -1.70467 -0.51 0.15 -0.02
C -4.02574 -0.11263 1.49858 -0.75 0.35 0.00
H -3.81649 -0.13761 -2.76214 0.04 0.04 0.33
H -4.64253 0.85354 -1.53602 0.15 -0.12 -0.08
H -4.78939 -0.89639 -1.47362 0.15 0.13 -0.05
H -3.75495 0.27933 2.48684 0.06 -0.18 -0.40
H -4.48832 -1.10324 1.64519 0.20 0.26 -0.07
H -4.79114 0.54479 1.06204 0.18 -0.26 0.08
H 0.01158 -0.59490 -2.44472 -0.08 0.11 -0.18
H -0.74528 -0.95681 2.64594 -0.57 0.14 -0.06
O -0.13556 3.06630 1.03597 -0.41 -0.02 -0.64
H 0.20558 3.05822 0.10482 -0.25 0.15 0.59
H -1.10122 3.15184 0.96458 0.46 0.11 0.07
C 0.80959 -2.42696 0.78526 -1.17 -2.06 1.12
H 1.70300 -2.21948 1.37383 -0.41 0.27 -0.30
H 0.99369 -3.16763 -0.00781 -0.12 0.46 0.44
H 0.00883 -2.80281 1.44681 -0.18 0.37 -0.32
O 0.72887 -0.96835 -1.79529 1.40 -1.28 -2.31
H 2.47703 -1.53965 -1.20025 0.57 -0.07 0.48
H 0.72583 -1.94134 -1.91948 0.01 0.61 -0.29
C 4.67849 1.44286 -0.32895 0.33 0.18 -0.35
O 3.55143 1.92959 -1.10343 -0.24 -0.25 0.55
C 2.32840 1.76351 -0.59862 -1.02 0.56 -0.50
O 1.32807 2.29091 -1.10179 1.60 -0.99 0.74
N 2.28921 1.00000 0.55315 -0.31 -0.41 0.08
N 0.97665 0.59992 0.99002 0.31 0.05 -0.02
H 4.73958 1.92453 0.65725 -0.19 -0.12 -0.35
H 5.53957 1.72850 -0.93058 -0.04 -0.06 0.16
H 4.67455 0.34611 -0.22890 -0.08 0.33 -0.11
H 2.94649 0.22202 0.60768 -0.27 0.25 -0.10
H 1.11685 0.07589 1.86068 0.08 0.63 -0.22
H 0.45800 1.49647 1.19043 0.10 -0.40 0.13

=====

40
Properties=species:S:1:pos:R:3:forces:R:3 method="wB97M-V/def2-TZVPD" relative_energy_kcal_mol=0.0 charge=-2
Cu -0.47171 -0.11403 0.92478 0.66 -0.23 1.06
S -0.99227 1.70331 3.16779 0.41 0.22 0.64
O -0.23696 2.93623 3.52316 -0.36 -0.10 -0.27
O -0.07413 0.53031 3.17934 -0.08 0.23 -0.05
O -2.11262 1.47641 4.12667 0.17 -0.02 -0.29
O -1.53966 1.81445 1.76600 0.01 0.05 -0.45
C 0.74957 -2.86892 -0.57096 0.75 -0.37 0.51
C 0.63940 -2.89730 0.98088 -1.08 0.18 0.08
C 1.44331 -4.08881 1.52834 0.22 -0.50 0.40
O 0.94636 -1.73439 1.57704 -0.01 0.19 -0.67
H 0.11240 -2.10046 -1.00583 -0.12 0.02 0.05
H 0.52624 -3.86802 -0.97039 -0.12 0.15 -0.25
H 1.80550 -2.63425 -0.77797 -0.12 0.03 -0.22
H -0.44911 -3.15897 1.17964 0.18 -0.20 -0.16
H 1.11580 -4.37258 2.53647 -0.07 0.33 -0.01
H 2.50164 -3.81263 1.63181 -0.07 -0.03 -0.27
H 1.33411 -5.01469 0.93920 0.14 0.19 -0.16
C 1.59098 3.48356 -0.81719 -0.42 -0.05 -0.65
C 0.62352 2.30524 -0.88730 0.16 -0.91 0.78
C 0.29458 1.94465 -2.31850 0.50 0.94 0.05
O -0.93008 1.27307 -2.43216 -0.02 -0.25 -0.20
C -1.08744 0.66425 -3.68532 -0.46 0.07 -0.18
N 1.18617 1.11802 -0.18261 -0.58 0.69 -0.51
H 1.64553 3.82219 0.21365 0.27 0.05 0.03
H 1.24934 4.30525 -1.45988 -0.06 0.08 0.25
H 2.55920 3.16790 -1.21626 0.16 0.06 0.27
H -0.29328 2.51802 -0.32402 -0.06 0.29 -0.18
H 1.12417 1.35616 -2.74517 -0.16 -0.16 0.00
H 0.26125 2.88936 -2.89156 -0.17 -0.20 -0.12
H -1.18184 1.40636 -4.49483 0.23 0.03 0.10
H -2.03029 0.11644 -3.66203 0.13 -0.15 0.07
H -0.25871 -0.01599 -3.90475 -0.03 -0.04 -0.02
H 1.74162 0.55133 -0.81303 0.21 -0.02 0.25
H 1.74710 1.46133 0.58871 -0.07 -0.53 0.26
O -2.20546 -0.36394 -0.55747 -0.23 -0.25 -0.43
H -1.89503 0.32410 -1.16502 0.07 0.07 0.21
H -3.03794 -0.04251 -0.19419 0.25 0.12 0.41
O -2.30135 -1.20957 2.76350 -0.82 -0.49 -0.04
H -2.02991 -2.12573 2.86394 0.36 0.14 0.06
H -2.06997 -0.74516 3.58553 0.27 0.35 -0.35